The following is a DFT calculation (ωB97M-V/def2-TZVPD) of a structure of composition C30H44Br6O21.

Element x y z (Å)
C (-1.01, -5.55, -1.02)
C (-2.34, -4.96, -0.66)
C (-2.60, -4.62, 0.81)
O (-2.55, -3.17, 0.80)
C (-2.73, -2.72, -0.43)
O (-3.03, -1.62, -0.79)
O (-2.61, -3.74, -1.34)
H (-0.66, -6.34, -0.36)
H (-0.25, -4.74, -0.97)
H (-0.99, -5.92, -2.03)
H (-3.08, -5.67, -1.02)
H (-1.86, -5.02, 1.46)
H (-3.55, -4.86, 1.20)
C (-1.13, 0.46, 2.87)
C (-2.24, -0.22, 2.21)
C (-3.18, -0.98, 3.12)
O (-4.50, -0.68, 2.56)
C (-4.42, 0.41, 1.88)
O (-5.39, 1.09, 1.50)
O (-3.13, 0.72, 1.58)
H (-1.46, 1.22, 3.59)
H (-0.43, 0.92, 2.16)
H (-0.57, -0.30, 3.46)
H (-1.91, -0.89, 1.42)
H (-3.03, -0.68, 4.16)
H (-3.15, -2.06, 3.05)
C (2.59, 5.52, 0.98)
C (3.09, 4.43, 1.83)
C (2.17, 4.25, 3.02)
O (1.98, 2.84, 3.09)
C (2.42, 2.24, 1.99)
O (2.37, 1.07, 1.77)
O (3.01, 3.16, 1.19)
H (2.29, 6.42, 1.55)
H (1.69, 5.17, 0.56)
H (3.32, 5.75, 0.21)
H (4.17, 4.63, 2.01)
H (1.21, 4.69, 2.86)
H (2.56, 4.50, 3.98)
C (4.37, -3.37, -4.48)
C (4.68, -3.79, -3.06)
C (6.10, -3.72, -2.55)
O (6.07, -2.74, -1.46)
C (4.81, -2.35, -1.25)
O (4.47, -1.59, -0.37)
O (3.92, -2.91, -2.09)
H (4.72, -4.10, -5.14)
H (4.67, -2.31, -4.60)
H (3.29, -3.46, -4.54)
H (4.28, -4.78, -2.91)
H (6.82, -3.33, -3.25)
H (6.47, -4.58, -2.03)
C (3.62, -2.70, 2.71)
C (2.25, -2.47, 2.17)
C (1.86, -3.31, 0.91)
O (0.48, -3.64, 1.18)
C (0.21, -3.47, 2.52)
O (-0.80, -3.90, 3.02)
O (1.22, -2.83, 3.13)
H (4.39, -2.66, 1.95)
H (3.54, -3.64, 3.28)
H (3.82, -1.92, 3.50)
H (2.12, -1.41, 1.95)
H (2.49, -4.17, 0.89)
H (1.89, -2.76, -0.03)
C (-2.98, 1.71, -1.42)
C (-4.51, 1.61, -1.54)
C (-5.30, 2.89, -1.18)
O (-5.86, 3.37, -2.37)
C (-5.56, 2.57, -3.37)
O (-5.84, 2.76, -4.57)
O (-4.85, 1.46, -2.98)
H (-2.67, 2.37, -2.20)
H (-2.62, 0.70, -1.58)
H (-2.80, 2.11, -0.41)
H (-4.87, 0.71, -1.08)
H (-4.61, 3.66, -0.87)
H (-6.01, 2.85, -0.36)
C (0.33, -0.98, -1.93)
C (1.18, 0.02, -1.17)
C (2.00, 0.94, -2.08)
O (1.52, 2.30, -1.79)
C (0.67, 2.25, -0.73)
O (0.27, 3.18, -0.09)
O (0.27, 0.96, -0.54)
H (-0.22, -1.49, -1.11)
H (1.10, -1.60, -2.40)
H (-0.41, -0.58, -2.62)
H (1.75, -0.42, -0.40)
H (1.88, 0.72, -3.15)
H (3.07, 0.98, -1.97)
C (-1.83, 4.64, 2.46)
Br (-1.68, 6.31, 1.52)
Br (-3.71, 4.09, 2.31)
Br (-1.21, 4.77, 4.30)
H (-1.23, 3.88, 1.99)
C (-1.62, 5.61, -2.31)
Br (-1.90, 7.49, -2.27)
Br (0.15, 5.20, -2.89)
Br (-2.95, 4.86, -3.54)
H (-1.80, 5.23, -1.30)

For the energy above the lowest of the compared OMol25 structures with the same formula, charge and spin, the calculation gives 0.000 eV. The multiplicity is 1. The lowest unoccupied orbital energy is -0.0047 Ha. The HOMO energy is -0.35547 Ha.



The following is a DFT calculation (ωB97M-V/def2-TZVPD) of a cluster of 7 separate species, C30H44F4NO14P in total.

Element x y z (Å)
C (-2.76, 0.04, -0.62)
C (-1.39, -0.48, -0.95)
O (-0.67, -0.97, -0.11)
N (-1.03, -0.34, -2.34)
P (0.13, -1.47, -2.99)
C (1.77, -0.59, -3.26)
F (1.66, 0.42, -4.15)
F (2.58, -1.55, -3.84)
C (2.55, -0.14, -2.03)
F (1.88, 0.85, -1.38)
F (2.74, -1.20, -1.20)
C (-0.92, 1.02, -2.76)
C (-1.21, 1.33, -4.20)
O (-0.67, 1.90, -1.96)
H (-2.67, 1.11, -0.51)
H (-3.11, -0.43, 0.28)
H (-3.43, -0.13, -1.46)
H (0.48, -2.22, -1.85)
H (3.53, 0.23, -2.35)
H (-1.26, 0.45, -4.83)
H (-0.46, 2.02, -4.54)
H (-2.16, 1.85, -4.20)
O (-2.98, -3.43, 0.34)
C (-2.00, -4.11, 0.25)
C (-1.12, -4.61, 1.36)
C (0.14, -5.06, 0.62)
C (-0.43, -5.46, -0.73)
O (-1.56, -4.59, -0.95)
H (-1.62, -5.45, 1.85)
H (-0.92, -3.82, 2.08)
H (0.68, -5.87, 1.11)
H (0.82, -4.22, 0.51)
H (-0.79, -6.49, -0.75)
H (0.28, -5.32, -1.55)
O (1.63, 2.90, 4.87)
C (1.72, 2.49, 3.75)
C (1.27, 3.16, 2.47)
C (1.25, 2.00, 1.48)
C (2.32, 1.08, 2.05)
O (2.27, 1.28, 3.47)
H (2.01, 3.92, 2.20)
H (0.30, 3.62, 2.60)
H (1.44, 2.30, 0.45)
H (0.28, 1.50, 1.51)
H (3.32, 1.34, 1.70)
H (2.14, 0.03, 1.84)
O (-2.10, -6.95, 3.30)
C (-3.22, -7.16, 2.94)
C (-4.42, -7.55, 3.79)
C (-5.41, -8.05, 2.74)
C (-5.01, -7.25, 1.51)
O (-3.59, -7.05, 1.65)
H (-4.77, -6.65, 4.30)
H (-4.14, -8.30, 4.52)
H (-6.46, -7.91, 3.02)
H (-5.25, -9.11, 2.56)
H (-5.49, -6.27, 1.47)
H (-5.20, -7.77, 0.58)
O (2.35, 5.78, 0.73)
C (1.25, 6.00, 0.31)
C (0.89, 6.79, -0.94)
C (-0.60, 7.06, -0.75)
C (-1.02, 5.86, 0.10)
O (0.12, 5.52, 0.90)
H (1.08, 6.15, -1.80)
H (1.49, 7.69, -1.00)
H (-1.17, 7.15, -1.67)
H (-0.74, 7.98, -0.17)
H (-1.27, 4.99, -0.51)
H (-1.85, 6.07, 0.76)
O (-2.37, 4.24, 2.17)
C (-2.43, 3.37, 3.00)
C (-1.88, 3.40, 4.41)
C (-1.89, 1.92, 4.79)
C (-3.04, 1.38, 3.95)
O (-3.05, 2.19, 2.76)
H (-2.56, 3.99, 5.03)
H (-0.89, 3.84, 4.43)
H (-2.01, 1.73, 5.85)
H (-0.95, 1.46, 4.47)
H (-4.00, 1.49, 4.45)
H (-2.91, 0.34, 3.66)
O (5.75, 3.54, -5.94)
C (6.12, 2.49, -5.51)
C (5.29, 1.44, -4.80)
C (6.36, 0.56, -4.16)
C (7.53, 0.73, -5.12)
O (7.40, 2.06, -5.64)
H (4.70, 0.89, -5.54)
H (4.63, 1.90, -4.07)
H (6.07, -0.48, -4.02)
H (6.63, 0.96, -3.18)
H (7.48, 0.03, -5.96)
H (8.50, 0.63, -4.64)

The multiplicity is 1. The lowest unoccupied orbital energy is 0.0178 Ha. The HOMO energy is -0.35037 Ha.



The following is a DFT calculation (ωB97M-V/def2-TZVPD) of a cluster of 10 separate species, C30H44N10O16 in total.

Element x y z (Å)
C (1.24, 0.98, -1.97)
O (2.15, 0.51, -2.65)
O (1.63, 1.68, -1.01)
O (0.05, 0.84, -2.26)
C (5.74, 8.85, 4.16)
C (5.35, 8.15, 3.06)
C (6.05, 6.99, 2.84)
C (6.89, 6.51, 3.80)
C (6.96, 7.08, 5.05)
C (6.25, 8.24, 5.31)
O (6.40, 9.01, 6.41)
O (5.82, 6.36, 1.67)
H (5.25, 9.80, 4.26)
H (4.84, 8.55, 2.20)
H (7.48, 5.66, 3.49)
H (7.72, 6.78, 5.76)
H (5.63, 9.54, 6.61)
H (5.00, 5.87, 1.65)
C (-2.82, 3.49, 6.38)
C (-3.70, 2.84, 7.15)
C (-4.53, 1.87, 6.53)
C (-4.30, 1.52, 5.23)
C (-3.18, 2.03, 4.57)
C (-2.44, 3.04, 5.10)
O (-1.30, 3.58, 4.47)
O (-5.52, 1.25, 7.26)
H (-2.32, 4.34, 6.83)
H (-3.83, 3.07, 8.20)
H (-4.93, 0.79, 4.74)
H (-2.87, 1.63, 3.61)
H (-1.01, 3.04, 3.74)
H (-6.04, 0.74, 6.64)
C (-3.78, -6.63, 3.31)
C (-3.89, -5.92, 2.08)
C (-3.06, -4.84, 1.79)
C (-2.24, -4.31, 2.86)
C (-2.12, -5.04, 4.03)
C (-2.96, -6.12, 4.30)
O (-2.69, -6.72, 5.52)
O (-3.13, -4.33, 0.53)
H (-4.13, -7.63, 3.55)
H (-4.42, -6.42, 1.28)
H (-1.62, -3.43, 2.77)
H (-1.40, -4.75, 4.78)
H (-3.29, -7.46, 5.66)
H (-2.75, -3.46, 0.44)
C (-3.00, -6.69, -8.78)
C (-3.37, -7.87, -9.39)
C (-4.55, -8.54, -9.05)
C (-5.39, -7.96, -8.14)
C (-5.01, -6.78, -7.53)
C (-3.76, -6.23, -7.70)
O (-3.26, -5.20, -6.96)
O (-4.77, -9.84, -9.51)
H (-2.11, -6.13, -9.05)
H (-2.79, -8.52, -10.03)
H (-6.31, -8.45, -7.85)
H (-5.72, -6.38, -6.83)
H (-3.59, -5.20, -6.06)
H (-5.67, -10.17, -9.48)
C (8.48, 0.04, -2.20)
O (9.65, -0.06, -1.99)
N (7.86, -0.14, -3.35)
N (7.57, -0.10, -1.34)
H (6.88, 0.08, -3.27)
H (8.30, -0.40, -4.22)
H (7.86, -0.09, -0.37)
H (6.61, 0.19, -1.44)
C (-6.99, 1.96, -3.90)
O (-8.16, 1.74, -4.01)
N (-6.30, 2.71, -4.68)
N (-6.18, 1.33, -3.05)
H (-6.69, 3.18, -5.48)
H (-5.31, 2.74, -4.52)
H (-5.21, 1.59, -3.01)
H (-6.58, 0.63, -2.44)
C (3.13, -5.34, -1.91)
O (3.19, -6.54, -1.75)
N (3.93, -4.59, -1.28)
N (2.34, -4.75, -2.73)
H (3.83, -3.64, -1.61)
H (4.61, -4.89, -0.60)
H (1.48, -5.14, -3.09)
H (2.51, -3.76, -2.70)
C (4.00, -0.07, 5.71)
O (4.46, -0.80, 6.64)
N (3.81, 1.27, 5.71)
N (3.71, -0.52, 4.55)
H (3.32, 1.73, 4.96)
H (3.86, 1.73, 6.61)
H (3.32, 0.08, 3.83)
H (3.63, -1.51, 4.37)
C (-1.22, 6.93, -4.48)
O (-1.35, 6.15, -5.45)
N (-1.10, 6.59, -3.18)
N (-1.03, 8.22, -4.64)
H (-1.15, 5.59, -3.05)
H (-0.81, 7.26, -2.49)
H (-0.69, 8.30, -5.58)
H (-0.47, 8.67, -3.93)

For the energy above the lowest of the compared OMol25 structures with the same formula, charge and spin, the calculation gives 9.340 eV. The multiplicity is 1. The lowest unoccupied orbital energy is 0.1025 Ha. The HOMO energy is 0.04744 Ha. Its charge is -2.



The following is a DFT calculation (ωB97M-V/def2-TZVPD) of a structure of composition C30H45AlBrCl2ILiN3O15S.

Element x y z (Å)
C (-5.46, 5.18, 1.09)
C (-4.21, 5.42, 0.11)
C (-3.84, 4.12, -0.81)
C (-5.15, 3.48, -1.47)
C (-4.87, 2.33, -2.57)
C (-3.51, 2.49, -3.39)
N (-2.33, 1.79, -2.82)
C (-1.04, 2.46, -2.77)
O (-0.54, 3.36, -3.52)
C (-0.36, 1.70, -1.52)
C (0.91, 2.05, -0.71)
C (1.25, 1.10, 0.50)
C (0.34, -0.13, 0.86)
I (0.78, -1.41, 2.60)
C (-0.94, -0.51, -0.02)
C (-1.25, 0.44, -1.19)
C (-2.46, 0.43, -2.30)
O (-3.24, -0.49, -2.65)
H (-5.20, 4.55, 2.03)
H (-5.75, 6.22, 1.51)
H (-6.41, 4.78, 0.57)
H (-4.46, 6.34, -0.53)
H (-3.29, 5.60, 0.78)
H (-3.29, 3.38, -0.13)
H (-3.07, 4.52, -1.58)
H (-5.87, 4.27, -1.88)
H (-5.73, 2.96, -0.61)
H (-5.03, 1.33, -2.06)
H (-5.72, 2.42, -3.35)
H (-3.71, 2.11, -4.46)
H (-3.29, 3.61, -3.51)
H (1.56, 2.95, -0.99)
H (2.16, 1.30, 1.16)
H (-1.62, -1.40, 0.20)
O (-3.19, -0.16, 3.32)
S (-3.33, -1.34, 4.20)
O (-2.76, -2.52, 3.53)
O (-4.75, -1.58, 4.49)
O (-2.61, -1.09, 5.47)
C (-1.24, -3.06, -3.83)
Cl (-1.78, -4.06, -5.19)
Cl (-0.88, -4.05, -2.42)
H (-0.35, -2.52, -4.12)
H (-2.04, -2.36, -3.57)
C (4.08, -6.36, -4.56)
C (2.60, -6.12, -4.36)
C (1.87, -5.72, -5.65)
O (2.15, -4.34, -5.94)
C (3.09, -4.14, -6.98)
N (2.43, -4.99, -3.39)
H (4.62, -5.44, -4.81)
H (4.53, -6.76, -3.64)
H (4.25, -7.08, -5.36)
H (2.13, -7.00, -3.91)
H (0.79, -5.78, -5.47)
H (2.10, -6.39, -6.48)
H (3.05, -4.95, -7.76)
H (4.11, -4.09, -6.54)
H (2.88, -3.18, -7.45)
H (3.07, -5.03, -2.60)
H (1.47, -4.92, -3.04)
H (2.60, -4.11, -3.91)
C (1.01, -4.26, 7.75)
C (1.61, -3.67, 6.47)
C (2.72, -2.64, 6.74)
O (2.26, -1.36, 7.18)
C (1.93, -1.30, 8.56)
N (0.53, -3.10, 5.66)
H (0.30, -3.59, 8.23)
H (0.45, -5.17, 7.51)
H (1.79, -4.52, 8.47)
H (2.06, -4.50, 5.92)
H (3.24, -2.44, 5.79)
H (3.48, -3.03, 7.43)
H (2.59, -1.93, 9.17)
H (0.88, -1.59, 8.71)
H (2.03, -0.27, 8.89)
H (0.92, -2.80, 4.76)
H (0.24, -2.23, 6.10)
C (-1.43, 6.96, 3.27)
C (-0.28, 7.60, 3.51)
C (0.98, 6.85, 3.81)
O (2.01, 7.47, 4.01)
C (0.92, 5.39, 3.84)
C (-0.23, 4.75, 3.60)
C (-1.48, 5.49, 3.28)
O (-2.50, 4.87, 3.04)
O (-0.29, 3.39, 3.63)
O (-0.22, 8.96, 3.51)
H (-2.35, 7.48, 3.05)
H (1.84, 4.86, 4.07)
H (-1.22, 3.17, 3.42)
H (0.71, 9.17, 3.71)
Al (5.62, -3.61, -7.20)
C (7.89, -0.17, -7.25)
O (6.87, -0.42, -7.92)
O (8.45, 0.95, -7.18)
O (8.50, -1.01, -6.54)
Li (1.42, 2.62, -4.43)
Br (2.46, -5.99, -9.19)

The multiplicity is 1. The lowest unoccupied orbital energy is -0.1624 Ha. The HOMO energy is -0.19491 Ha.



The following is a DFT calculation (ωB97M-V/def2-TZVPD) of a structure of composition C30H45AsBN6O6RuS.

Element x y z (Å)
Ru (0.07, 0.41, -0.21)
C (-5.00, -1.73, 0.70)
C (-3.98, -0.64, 0.79)
C (-4.06, 0.55, 1.46)
C (-2.84, 1.21, 1.23)
N (-2.06, 0.43, 0.46)
N (-2.78, -0.69, 0.19)
B (-2.28, -1.79, -0.76)
N (-1.10, -2.53, -0.11)
N (0.03, -1.87, 0.21)
C (0.88, -2.78, 0.71)
C (0.26, -4.04, 0.71)
C (-0.99, -3.84, 0.17)
C (-2.08, -4.84, -0.06)
C (2.28, -2.46, 1.19)
C (2.26, -1.24, 2.12)
C (3.17, -2.20, -0.03)
C (2.84, -3.65, 1.97)
N (-1.85, -1.14, -2.08)
N (-0.99, -0.09, -2.11)
C (-0.85, 0.28, -3.39)
C (-1.65, -0.55, -4.18)
C (-2.26, -1.44, -3.32)
C (-3.18, -2.57, -3.64)
C (0.05, 1.39, -3.85)
C (-0.42, 1.91, -5.21)
C (0.05, 2.55, -2.85)
C (1.47, 0.82, -4.00)
C (-2.48, 2.57, 1.79)
C (-1.64, 2.36, 3.06)
C (-3.76, 3.31, 2.19)
C (-1.76, 3.42, 0.74)
H (-5.86, -1.46, 1.31)
H (-4.61, -2.68, 1.05)
H (-5.35, -1.87, -0.33)
H (-4.90, 0.90, 2.04)
H (-3.17, -2.56, -0.97)
H (0.67, -4.97, 1.04)
H (-1.75, -5.82, 0.28)
H (-2.35, -4.90, -1.11)
H (-2.98, -4.57, 0.49)
H (1.79, -0.38, 1.65)
H (3.28, -0.95, 2.38)
H (1.71, -1.46, 3.04)
H (2.85, -1.31, -0.57)
H (3.14, -3.05, -0.71)
H (4.21, -2.05, 0.28)
H (2.17, -3.94, 2.79)
H (3.81, -3.39, 2.39)
H (2.98, -4.52, 1.32)
H (-1.77, -0.52, -5.25)
H (-3.32, -2.62, -4.72)
H (-4.15, -2.44, -3.17)
H (-2.77, -3.52, -3.30)
H (-1.45, 2.26, -5.16)
H (-0.35, 1.13, -5.97)
H (0.21, 2.74, -5.53)
H (-0.96, 2.97, -2.73)
H (0.72, 3.35, -3.19)
H (0.40, 2.24, -1.87)
H (1.46, -0.05, -4.67)
H (1.87, 0.50, -3.04)
H (2.15, 1.57, -4.41)
H (-2.18, 1.73, 3.76)
H (-1.45, 3.32, 3.55)
H (-0.69, 1.88, 2.82)
H (-4.27, 2.81, 3.02)
H (-4.46, 3.38, 1.36)
H (-3.51, 4.32, 2.52)
H (-0.99, 2.86, 0.22)
H (-1.28, 4.29, 1.20)
H (-2.47, 3.78, -0.01)
O (1.47, 3.81, 3.00)
As (2.03, 2.87, 1.64)
O (2.37, 3.94, 0.38)
O (0.79, 1.81, 1.32)
C (3.57, 1.92, 2.21)
C (3.72, 1.56, 3.55)
C (4.75, 0.73, 3.93)
C (5.63, 0.24, 2.97)
C (5.48, 0.58, 1.63)
C (4.45, 1.42, 1.24)
S (2.96, 2.05, -0.88)
O (4.40, 1.75, -0.09)
O (3.41, 2.48, -2.16)
O (2.26, 0.74, -0.83)
H (0.50, 3.74, 3.00)
H (3.03, 1.96, 4.28)
H (4.87, 0.45, 4.97)
H (6.44, -0.42, 3.25)
H (6.16, 0.22, 0.87)

For the energy above the lowest of the compared OMol25 structures with the same formula, charge and spin, the calculation gives 1.292 eV. The multiplicity is 2. The lowest unoccupied orbital energy (spin up / spin down) is 0.0024 / -0.0596 Ha. The HOMO energy (spin up / spin down) is -0.30728 / -0.30882 Ha.



- Which formula does entry 5 have?
  C30H45AsBN6O6RuS



- Which formula does entry 4 have?
  C30H45AlBrCl2ILiN3O15S